Here is 2 unconnected molecules or ions with the total composition C4H12N3 at a distorted geometry from the OMol25 dataset. Energies are from ωB97M-V/def2-TZVPD.

Atoms and positions in Å:
C1 0.642 0.304 -0.367
C2 0.228 0.050 1.121
C3 1.128 -0.971 1.850
N1 -1.824 1.079 -1.555
C4 -3.093 1.476 -1.704
N2 1.343 -2.206 1.155
N3 2.014 -0.056 -0.574
H1 0.456 1.320 -0.705
H2 -0.035 -0.286 -0.979
H3 0.197 0.963 1.733
H4 -0.818 -0.296 1.153
H5 2.107 -0.490 1.792
H6 0.776 -1.123 2.875
H7 2.217 0.103 -1.557
H8 -1.924 1.513 -2.603
H9 -3.439 2.411 -1.189
H10 1.957 -2.027 0.339
H11 -3.796 1.139 -2.484
H12 1.862 -2.903 1.698

Results
total energy	-322.89835	hartree
charge	+2
multiplicity	2
ΔE to the lowest compared entry with this formula, charge and spin	200.4	kcal/mol



Here is a gas-phase ion, C4H12N3 (charge +2) at a distorted geometry from the OMol25 dataset. Energies are from ωB97M-V/def2-TZVPD.

Atoms and positions in Å:
C1 1.629 0.969 -0.004
C2 0.542 0.559 -1.040
C3 -0.586 -0.205 -0.426
C4 -1.829 0.379 -0.183
N1 -2.900 -0.229 0.331
N2 -0.378 -1.519 -0.122
N3 2.068 -0.147 0.908
H1 1.211 1.746 0.632
H2 2.504 1.358 -0.511
H3 0.093 1.477 -1.425
H4 1.031 0.032 -1.855
H5 -1.975 1.421 -0.443
H6 -2.856 -0.585 1.287
H7 -3.817 0.139 0.095
H8 -0.122 -2.148 -0.882
H9 -1.202 -1.949 0.305
H10 2.787 -0.713 0.438
H11 2.471 0.209 1.777
H12 1.329 -0.794 1.118

Results
total energy	-323.21772	hartree
charge	+2
multiplicity	2
ΔE to the lowest compared entry with this formula, charge and spin	0.0	kcal/mol



Here is 2 unconnected molecules or ions with the total composition C4H12N3O at a distorted geometry from the OMol25 dataset. Energies are from ωB97M-V/def2-TZVPD.

Atoms and positions in Å:
C1 -1.999 -0.876 2.166
N1 -2.275 -1.537 0.889
C2 -2.452 -0.491 -0.168
O1 -1.398 0.363 -0.265
H1 -1.230 -0.110 2.054
H2 -1.663 -1.601 2.914
H3 -2.929 -0.426 2.577
H4 -1.451 -2.077 0.625
H5 -3.426 -0.015 0.094
H6 -2.635 -1.075 -1.131
C3 1.869 0.394 -1.270
C4 2.282 0.991 -0.125
N2 3.625 0.743 0.322
N3 0.634 0.555 -1.897
H7 2.603 -0.265 -1.789
H8 1.677 1.649 0.493
H9 3.647 0.460 1.295
H10 4.195 1.565 0.251
H11 -0.235 0.462 -1.286
H12 0.547 0.094 -2.802

Results
total energy	-399.08522	hartree
charge	-1
ΔE to the lowest compared entry with this formula, charge and spin	45.1	kcal/mol



Here is 2 unconnected molecules or ions with the total composition C4H12N3O at a distorted geometry from the OMol25 dataset. Energies are from ωB97M-V/def2-TZVPD.

Atoms and positions in Å:
C1 0.849 2.178 -0.292
N1 2.076 1.398 -0.419
C2 2.173 0.371 0.651
O1 1.140 -0.489 0.728
H1 -0.045 1.550 -0.204
H2 0.741 2.861 -1.139
H3 0.900 2.767 0.629
H4 2.067 0.900 -1.303
H5 2.301 0.963 1.584
H6 3.151 -0.141 0.485
C3 -1.127 -1.861 -1.309
N2 -1.440 -0.743 1.334
C4 -2.413 -0.830 0.381
N3 -2.362 -1.261 -0.830
H7 -1.365 -2.457 -2.199
H8 -0.687 -2.515 -0.552
H9 -0.383 -1.112 -1.582
H10 -0.391 -0.638 1.087
H11 -1.787 -0.434 2.228
H12 -3.398 -0.504 0.724

Results
total energy	-398.95002	hartree
charge	-2
multiplicity	2
ΔE to the lowest compared entry with this formula, charge and spin	10.8	kcal/mol



Here is a gas-phase ion, C4H12N3O (charge +1) at a distorted geometry from the OMol25 dataset. Energies are from ωB97M-V/def2-TZVPD.

Atoms and positions in Å:
N1 -0.159 -1.958 2.404
C1 0.223 -0.778 1.605
C2 -0.999 -0.315 0.828
N2 -0.892 0.457 -0.240
C3 0.279 1.335 -0.505
C4 0.923 0.893 -1.805
N3 -0.066 0.932 -2.871
O1 -2.030 -0.894 1.178
H1 -0.696 -2.574 1.785
H2 -0.848 -1.694 3.120
H3 0.600 -2.296 2.998
H4 0.961 -1.032 0.845
H5 0.616 -0.023 2.248
H6 -1.634 0.508 -0.921
H7 1.065 1.281 0.243
H8 -0.196 2.311 -0.460
H9 1.787 1.527 -2.006
H10 1.287 -0.133 -1.709
H11 -0.451 1.863 -2.966
H12 0.231 0.588 -3.771

Results
total energy	-398.87378	hartree
charge	+1
ΔE to the lowest compared entry with this formula, charge and spin	27.3	kcal/mol
structure (SMILES)	NCCNC(=O)C[NH3+]



Here is 2 unconnected molecules or ions with the total composition C4H12N3O at a distorted geometry from the OMol25 dataset. Energies are from ωB97M-V/def2-TZVPD.

Atoms and positions in Å:
N1 3.179 0.637 0.861
C1 2.728 -0.262 -0.100
C2 1.201 -0.128 -0.194
N2 0.542 -0.815 -1.196
C3 -0.825 -1.003 -0.858
C4 -1.827 0.293 -0.974
N3 -2.764 0.455 0.128
O1 -1.140 0.563 1.889
H1 -1.205 0.985 2.778
H2 0.859 -0.301 0.883
H3 3.966 0.347 1.325
H4 2.981 -1.323 -0.273
H5 2.994 0.196 -1.040
H6 0.896 0.931 -0.200
H7 -1.022 -1.291 0.194
H8 -1.326 -1.842 -1.335
H9 -1.065 1.100 -1.032
H10 -2.389 0.442 -1.984
H11 -2.038 0.590 1.364
H12 -3.744 0.424 -0.237

Results
total energy	-398.45935	hartree
charge	+1
ΔE to the lowest compared entry with this formula, charge and spin	287.4	kcal/mol



Here is a single C4H12N4 molecule at a distorted geometry from the OMol25 dataset. Energies are from ωB97M-V/def2-TZVPD.

Atoms and positions in Å:
C1 -2.293 0.270 1.635
C2 -1.929 0.286 0.133
C3 0.444 0.629 -0.437
C4 1.486 -1.704 -0.631
H1 -2.712 1.178 2.130
H2 -1.356 0.043 2.240
H3 -3.102 -0.537 1.605
H4 -2.775 0.642 -0.454
H5 -1.775 -0.784 -0.143
H6 -0.919 2.215 -0.359
H7 -0.321 -1.176 0.070
H8 1.680 -2.467 0.280
H9 2.434 -1.248 -0.913
H10 1.105 -2.311 -1.420
H11 2.986 0.763 -1.674
H12 3.257 1.560 -0.283
N1 -0.854 1.205 -0.187
N2 0.571 -0.753 -0.121
N3 1.405 1.406 -0.813
N4 2.668 0.784 -0.658

Results
total energy	-378.54035	hartree
charge	0
ΔE to the lowest compared entry with this formula, charge and spin	61.4	kcal/mol
structure (SMILES)	CCN/C(=N/N)NC



Here is a single C4H12N4 molecule at a distorted geometry from the OMol25 dataset. Energies are from ωB97M-V/def2-TZVPD.

Atoms and positions in Å:
C1 1.545 0.121 0.879
C2 -0.008 -0.076 0.407
C3 -0.935 1.145 0.150
C4 -0.015 -0.934 -0.956
H1 2.219 -0.709 0.996
H2 1.647 0.479 1.947
H3 1.595 1.123 0.234
H4 -0.096 -0.853 2.310
H5 -1.767 -0.567 1.705
H6 -1.730 0.523 -0.281
H7 -0.976 1.330 1.240
H8 -0.035 3.111 -0.651
H9 -0.788 2.061 -1.689
H10 -0.268 -3.012 -0.261
H11 -0.212 -2.668 -1.937
H12 1.306 0.290 -1.855
N1 -0.723 -0.852 1.375
N2 -0.848 2.389 -0.648
N3 -0.655 -2.278 -1.068
N4 0.747 -0.623 -1.898

Results
total energy	-378.49085	hartree
charge	0
ΔE to the lowest compared entry with this formula, charge and spin	92.5	kcal/mol
structure (SMILES)	[H]/N=C(/N)[C@](C)(N)CN